No. 1
Here is a single C21H29N5O3 molecule from OMol25. Energies are from ωB97M-V/def2-TZVPD.

XYZ file:
```
58
C21H29N5O3 (ωB97M-V/def2-TZVPD)
C -1.737 -5.432 1.391
C -2.397 -4.231 0.721
C -1.700 -2.909 1.053
N -0.364 -2.829 0.510
C -0.082 -2.078 -0.585
O -0.885 -1.288 -1.054
N 1.154 -2.290 -1.173
C 1.472 -1.408 -2.281
C 2.011 -0.074 -1.762
C 3.239 -0.319 -0.886
N 3.761 0.900 -0.305
N 5.084 1.017 -0.227
C 5.336 2.174 0.350
C 4.148 2.839 0.665
C 3.150 1.984 0.239
N 1.764 2.202 0.269
C 0.875 1.530 1.059
O 1.195 0.612 1.778
C -0.546 2.038 0.918
C -1.539 1.021 1.490
O -2.848 1.537 1.551
C -3.593 1.626 0.407
C -4.786 2.339 0.535
C -5.632 2.487 -0.544
C -5.304 1.928 -1.769
C -4.126 1.216 -1.894
C -3.265 1.061 -0.820
C 2.950 -1.357 0.207
C 2.344 -2.618 -0.415
H -1.681 -5.284 2.467
H -2.314 -6.333 1.199
H -0.731 -5.594 1.010
H -3.434 -4.158 1.052
H -2.399 -4.367 -0.362
H -1.648 -2.774 2.139
H -2.267 -2.083 0.619
H 0.266 -3.563 0.784
H 2.211 -1.910 -2.912
H 0.559 -1.243 -2.854
H 1.214 0.387 -1.182
H 2.266 0.584 -2.594
H 4.059 -0.694 -1.513
H 6.346 2.490 0.516
H 4.025 3.793 1.135
H 1.443 3.043 -0.190
H -0.641 2.979 1.468
H -0.774 2.233 -0.133
H -1.268 0.797 2.525
H -1.490 0.094 0.912
H -5.027 2.765 1.497
H -6.552 3.042 -0.430
H -5.964 2.045 -2.616
H -3.862 0.767 -2.841
H -2.367 0.479 -0.957
H 3.878 -1.601 0.724
H 2.250 -0.938 0.932
H 3.057 -3.073 -1.111
H 2.129 -3.347 0.365
```

As for the highest occupied orbital energy: -0.306 Ha. Its spin multiplicity is 1. As for the net charge: 0. The structure (SMILES) is CCCNC(=O)N1CCC(n2nccc2NC(=O)CCOc2ccccc2)CC1. For the orbital gap, the calculation gives 0.331 Ha. The energy relative to the best compared isomer or geometry (same formula, charge and spin) comes out at 1.8959 eV. For the maximum force, the calculation gives 0.8 eV Å⁻¹.

No. 2
Here is a single C2Cl2F2 molecule at a distorted geometry from OMol25. Energies are from ωB97M-V/def2-TZVPD.

XYZ file:
```
6
C2Cl2F2 (ωB97M-V/def2-TZVPD)
F 0.135 -1.806 0.013
C 0.404 -0.547 -0.027
F 1.710 -0.271 -0.035
C -0.457 0.451 0.083
Cl -2.123 0.173 -0.026
Cl 0.332 1.999 -0.007
```

As for the highest occupied orbital energy: -0.353 Ha. Its spin multiplicity is 1. As for the net charge: 0. The structure (SMILES) is FC(F)=C(Cl)Cl. For the orbital gap, the calculation gives 0.376 Ha. The energy relative to the best compared isomer or geometry (same formula, charge and spin) comes out at 0.1776 eV. For the maximum force, the calculation gives 1.6 eV Å⁻¹.

No. 3
Here is 2 unconnected molecules or ions with the total composition CH4NO2 at a distorted geometry from OMol25. Energies are from ωB97M-V/def2-TZVPD.

XYZ file:
```
8
CH4NO2 (ωB97M-V/def2-TZVPD)
O -1.838 -1.160 1.204
H -1.484 -1.120 0.279
C 0.784 1.000 -0.457
N 0.706 -0.112 -1.568
O 0.714 0.737 0.767
H -1.499 -0.323 1.520
H 1.458 -0.740 -1.428
H 0.881 0.353 -2.412
```

Its expectation value of S² is 0.75. As for the highest occupied orbital energy (alpha / beta): -0.358 / -0.410 Ha. Its spin multiplicity is 2. As for the net charge: 0. For the orbital gap (alpha / beta), the calculation gives 0.382 / 0.353 Ha. The energy relative to the best compared isomer or geometry (same formula, charge and spin) comes out at 0.7661 eV. For the maximum force, the calculation gives 6.4 eV Å⁻¹.

No. 4
Here is 2 unconnected molecules or ions with the total composition CH2ClI3Si at a distorted geometry from OMol25. Energies are from ωB97M-V/def2-TZVPD.

XYZ file:
```
8
CH2ClI3Si (ωB97M-V/def2-TZVPD)
C -1.152 -0.083 0.037
Si 0.765 -0.338 -0.327
Cl -1.248 0.169 1.846
I 1.018 -0.153 -2.763
I 2.142 2.839 0.917
I 1.700 -2.143 1.011
H -1.513 -1.000 -0.299
H -1.712 0.709 -0.421
```

As for the highest occupied orbital energy (alpha / beta): -0.330 / -0.311 Ha. Its spin multiplicity is 1. As for the net charge: 0. For the orbital gap (alpha / beta), the calculation gives 0.244 / 0.210 Ha. The energy relative to the best compared isomer or geometry (same formula, charge and spin) comes out at 2.6666 eV. For the maximum force, the calculation gives 3.0 eV Å⁻¹.

No. 5
Here is a gas-phase ion, CH3N2O2 (charge -1) at a distorted geometry from OMol25. Energies are from ωB97M-V/def2-TZVPD.

XYZ file:
```
8
CH3N2O2 (ωB97M-V/def2-TZVPD)
C 1.167 -0.146 -0.044
N -0.412 -0.819 -0.134
N -1.349 0.031 0.019
O -2.510 -0.442 -0.009
O -1.168 1.245 0.245
H 1.238 0.274 0.900
H 1.150 0.690 -0.651
H 1.885 -0.832 -0.326
```

As for the highest occupied orbital energy: -0.136 Ha. Its spin multiplicity is 1. As for the net charge: -1. The structure (SMILES) is CN=[N+]([O-])[O-]. For the orbital gap, the calculation gives 0.302 Ha. The energy relative to the best compared isomer or geometry (same formula, charge and spin) comes out at 3.8502 eV. For the maximum force, the calculation gives 5.8 eV Å⁻¹.

No. 6
Here is 2 unconnected molecules or ions with the total composition C3H6ClNO2 at a distorted geometry from OMol25. Energies are from ωB97M-V/def2-TZVPD.

XYZ file:
```
13
C3H6ClNO2 (ωB97M-V/def2-TZVPD)
O 1.214 2.486 -0.681
C 0.838 1.402 -0.367
C 1.558 0.071 -0.452
N 0.679 -0.876 0.253
C -0.521 -0.195 0.617
O -0.352 1.198 0.305
H 2.558 0.102 -0.130
H 1.663 -0.103 -1.624
H 1.382 -1.368 0.858
H -1.363 -0.536 0.026
H -0.926 -0.243 1.679
Cl -3.264 -1.543 -0.023
H -3.467 -0.393 -0.459
```

As for the highest occupied orbital energy: -0.343 Ha. Its spin multiplicity is 1. As for the net charge: 0. The structure (SMILES) is O=C1CNCO1.Cl. For the orbital gap, the calculation gives 0.368 Ha. The energy relative to the best compared isomer or geometry (same formula, charge and spin) comes out at 1.2937 eV. For the maximum force, the calculation gives 4.1 eV Å⁻¹.

No. 7
Here is 3 unconnected molecules or ions with the total composition C6H17NS at a distorted geometry from OMol25. Energies are from ωB97M-V/def2-TZVPD.

XYZ file:
```
25
C6H17NS (ωB97M-V/def2-TZVPD)
C -2.414 -0.979 1.609
C -2.093 0.346 2.319
N -1.494 1.347 1.406
C -2.386 1.697 0.270
H -1.517 -1.261 0.993
H -2.752 -1.736 2.349
H -3.294 -0.885 0.948
H -2.965 0.814 2.828
H -1.325 0.150 3.105
H -0.677 0.820 1.006
H 0.302 -0.714 1.414
H -2.670 0.749 -0.348
H -1.890 2.378 -0.382
H -3.324 2.196 0.643
C 3.981 -0.041 -1.686
C 2.470 -0.018 -1.779
C 1.851 -0.985 -0.790
S 0.016 -0.608 -0.745
H 4.353 0.318 -0.702
H 4.424 0.548 -2.542
H 4.441 -1.092 -1.827
H 2.141 0.994 -1.456
H 2.173 -0.306 -2.759
H 2.313 -0.758 0.204
H 2.016 -2.027 -1.049
```

As for the highest occupied orbital energy: -0.311 Ha. Its spin multiplicity is 1. As for the net charge: 0. For the orbital gap, the calculation gives 0.238 Ha. The energy relative to the best compared isomer or geometry (same formula, charge and spin) comes out at 4.4376 eV. For the maximum force, the calculation gives 4.5 eV Å⁻¹.

No. 8
Here is 2 unconnected molecules or ions with the total composition C4H6N2 at a distorted geometry from OMol25. Energies are from ωB97M-V/def2-TZVPD.

XYZ file:
```
12
C4H6N2 (ωB97M-V/def2-TZVPD)
N 2.106 0.959 -0.892
C 1.654 0.134 -0.197
C 0.648 -0.421 0.666
C -0.299 0.917 0.320
C -1.194 -0.148 -0.406
N -0.404 -1.269 0.143
H 0.984 -0.641 1.690
H -0.772 1.163 1.291
H 0.807 1.601 -0.504
H -1.148 -0.072 -1.496
H -2.252 -0.220 -0.113
H -0.130 -2.002 -0.502
```

As for the highest occupied orbital energy: -0.339 Ha. Its spin multiplicity is 1. As for the net charge: 0. For the orbital gap, the calculation gives 0.357 Ha. The energy relative to the best compared isomer or geometry (same formula, charge and spin) comes out at 5.2873 eV. For the maximum force, the calculation gives 4.7 eV Å⁻¹.

No. 9
Here is 12 unconnected molecules or ions with the total composition C18H38Cl22O2S at a distorted geometry from OMol25. Energies are from ωB97M-V/def2-TZVPD.

XYZ file:
```
81
C18H38Cl22O2S (ωB97M-V/def2-TZVPD)
C 3.192 -0.643 -1.625
O 4.140 0.120 -2.344
C 3.519 0.985 -3.259
C 2.960 2.310 -2.607
C 1.385 2.287 -2.701
C 0.675 2.214 -1.324
C -0.871 2.285 -1.551
S -1.711 0.687 -1.100
O 3.427 2.401 -1.284
C 3.559 3.755 -0.866
H 2.604 -0.011 -0.939
H 3.769 -1.312 -0.973
H 2.511 -1.234 -2.267
H 4.321 1.304 -3.943
H 2.765 0.489 -3.886
H 3.292 3.173 -3.207
H 1.054 3.209 -3.189
H 1.013 1.463 -3.323
H 0.921 1.312 -0.753
H 0.967 3.073 -0.708
H -1.356 3.053 -0.939
H -1.039 2.484 -2.613
H -2.138 0.217 -2.307
H 3.614 3.736 0.229
H 2.736 4.385 -1.222
H 4.544 4.130 -1.200
Cl 5.610 2.324 2.640
C 5.844 1.251 1.253
Cl 5.764 -0.447 1.738
H 5.062 1.443 0.522
H 6.817 1.448 0.817
Cl 1.078 3.842 2.059
C 1.673 5.410 2.622
Cl 2.361 6.372 1.307
H 0.844 5.959 3.056
H 2.440 5.243 3.371
Cl -2.269 -4.552 1.017
C -1.701 -2.956 0.511
Cl -2.732 -2.279 -0.755
H -1.716 -2.290 1.365
H -0.690 -3.046 0.130
Cl -4.996 -5.298 4.562
C -4.708 -6.333 3.159
Cl -4.750 -8.045 3.600
H -5.478 -6.143 2.419
H -3.732 -6.102 2.747
Cl 1.955 -3.471 -4.294
C 3.667 -3.717 -3.926
Cl 3.884 -4.718 -2.486
H 4.139 -4.209 -4.770
H 4.129 -2.750 -3.752
Cl 1.773 -3.261 2.111
C 0.939 -3.435 3.660
Cl -0.535 -2.461 3.714
H 0.675 -4.477 3.801
H 1.602 -3.109 4.454
Cl -0.265 0.940 3.439
C 0.027 1.732 4.992
Cl -0.804 3.290 5.104
H -0.338 1.087 5.784
H 1.093 1.894 5.105
Cl -3.398 -3.721 -5.111
C -3.153 -4.487 -3.535
Cl -4.401 -5.692 -3.197
H -2.184 -4.975 -3.531
H -3.188 -3.722 -2.766
Cl -4.323 -0.338 2.594
C -5.760 -0.903 1.732
Cl -6.422 -2.361 2.480
H -6.513 -0.123 1.757
H -5.487 -1.125 0.706
Cl -8.063 0.449 5.167
C -6.350 0.276 5.573
Cl -6.120 -0.729 7.008
H -5.841 -0.188 4.736
H -5.935 1.260 5.763
Cl 1.539 4.921 -5.444
C 0.066 4.336 -6.230
Cl -0.609 2.919 -5.412
H -0.673 5.130 -6.218
H 0.304 4.066 -7.253
```

As for the highest occupied orbital energy: -0.330 Ha. Its spin multiplicity is 1. As for the net charge: 0. The structure (SMILES) is COC[C@@H](CCCS)OC.ClCCl.ClCCl.ClCCl.ClCCl.ClCCl.ClCCl.ClCCl.ClCCl.ClCCl.ClCCl.ClCCl. For the orbital gap, the calculation gives 0.340 Ha. For the maximum force, the calculation gives 2.1 eV Å⁻¹.

No. 10
Here is a molecular structure, CH2N3O2 at a distorted geometry from OMol25. Energies are from ωB97M-V/def2-TZVPD.

XYZ file:
```
8
CH2N3O2 (ωB97M-V/def2-TZVPD)
C 0.816 0.005 0.004
N -1.520 0.011 0.000
N -1.248 -1.179 0.000
N -0.358 0.800 0.002
O -0.427 1.970 -0.002
O -0.087 -1.548 -0.002
H 1.406 -0.019 -0.916
H 1.418 -0.041 0.915
```

As for the highest occupied orbital energy: -0.647 Ha. Its spin multiplicity is 1. As for the net charge: +1. For the orbital gap, the calculation gives 0.331 Ha. The energy relative to the best compared isomer or geometry (same formula, charge and spin) comes out at 2.6086 eV. For the maximum force, the calculation gives 5.0 eV Å⁻¹.

No. 11
Here is a molecular structure, C15H19AsBF4N5NiO9S2 from OMol25. Energies are from ωB97M-V/def2-TZVPD.

XYZ file:
```
57
C15H19AsBF4N5NiO9S2 (ωB97M-V/def2-TZVPD)
Ni 0.240 0.342 1.045
O 4.252 -0.250 3.315
As 3.423 0.060 1.775
O 4.488 0.943 0.885
O 1.926 0.739 2.027
C 3.296 -1.718 1.003
C 4.252 -1.978 0.027
C 4.267 -3.196 -0.637
C 3.325 -4.167 -0.327
C 2.364 -3.921 0.642
C 2.340 -2.698 1.304
S 1.038 -2.450 2.512
O 0.421 -3.745 2.699
O 1.660 -1.844 3.654
O 0.088 -1.539 1.790
H 4.896 0.472 3.335
H 4.968 -1.196 -0.201
H 5.009 -3.384 -1.405
H 3.336 -5.119 -0.845
H 1.624 -4.665 0.908
F -0.014 2.475 1.344
B -0.297 3.902 1.598
F -1.309 4.272 0.715
F 0.895 4.574 1.320
F -0.695 4.010 2.925
N 1.721 2.204 -0.708
C 2.562 2.367 -1.737
C 2.658 1.151 -2.379
C 1.838 0.290 -1.637
N 1.276 0.946 -0.631
H 1.492 2.854 0.034
H 3.023 3.319 -1.935
H 3.255 0.912 -3.243
H 1.620 -0.757 -1.788
N -1.981 0.628 1.536
C -2.974 0.861 0.508
C -2.616 1.518 -0.666
C -3.544 1.680 -1.680
C -4.837 1.178 -1.537
C -5.199 0.543 -0.362
C -4.269 0.394 0.663
S -5.989 1.305 -2.914
O -7.223 0.720 -2.409
O -5.342 0.530 -3.966
O -6.068 2.730 -3.195
H -1.784 1.490 2.040
H -2.318 -0.051 2.207
H -1.604 1.895 -0.766
H -3.279 2.183 -2.602
H -6.210 0.168 -0.267
H -4.549 -0.110 1.584
N -0.434 -2.401 -1.064
N -0.917 -1.058 -0.892
H -1.211 -3.038 -1.203
H -0.005 -2.660 -0.181
H -1.804 -1.041 -0.401
H -1.078 -0.673 -1.813
```

Its expectation value of S² is 2.00. As for the highest occupied orbital energy: -0.141 Ha. Its spin multiplicity is 3. As for the net charge: -2. For the orbital gap, the calculation gives 0.296 Ha. The energy relative to the best compared isomer or geometry (same formula, charge and spin) comes out at 0.8354 eV. For the maximum force, the calculation gives 0.4 eV Å⁻¹.

No. 12
Here is a single C6H6 molecule at a distorted geometry from OMol25. Energies are from ωB97M-V/def2-TZVPD.

XYZ file:
```
12
C6H6 (ωB97M-V/def2-TZVPD)
C 0.288 1.344 -1.769
C 0.445 0.756 -0.629
C 1.603 0.552 0.618
C 0.631 0.439 1.505
C -0.132 -0.054 0.447
C -0.735 -1.369 0.452
H -0.724 1.221 -2.132
H 1.083 1.898 -2.272
H 0.382 0.290 2.481
H -0.840 -1.671 1.429
H -0.163 -2.067 -0.183
H -1.839 -1.338 0.054
```

As for the highest occupied orbital energy: -0.309 Ha. Its spin multiplicity is 1. As for the net charge: 0. The structure (SMILES) is C=C1C2=C[C@@]12C. For the orbital gap, the calculation gives 0.342 Ha. The energy relative to the best compared isomer or geometry (same formula, charge and spin) comes out at 5.7619 eV. For the maximum force, the calculation gives 4.7 eV Å⁻¹.